C48H54BBaF3N10OS3Sb as an isolated structure in a non-equilibrium geometry. Source: OMol25; level of theory: ωB97M-V/def2-TZVPD.

Each line ends with the Mulliken charge.
Positions of all 122 atoms, in Å:
Ba (-17.08544, -0.68708, -19.74546)  1.407
C (-15.52496, -2.51888, -14.52832)  -1.966
C (-15.26888, -1.11587, -14.84448)  0.968
C (-15.16786, -0.10346, -13.90432)  -0.066
C (-14.76698, 1.24675, -14.22651)  -0.421
N (-14.55567, 1.54343, -15.51286)  -0.472
N (-14.59551, 0.55784, -16.36735)  0.197
B (-14.29428, 0.54649, -17.92242)  -1.500
N (-15.23153, 1.67773, -18.67298)  1.114
N (-14.49611, 2.41641, -19.60656)  -0.071
C (-14.71169, 3.65149, -19.83129)  -0.429
C (-15.83074, 4.28357, -19.21194)  -0.640
C (-16.64784, 3.59960, -18.40635)  -0.689
C (-17.82744, 4.31388, -17.78812)  -1.700
C (-16.36159, 2.22556, -18.13772)  1.369
S (-17.48307, 1.26396, -17.27484)  -0.054
C (-13.84596, 4.35289, -20.83260)  2.354
C (-14.48618, 5.66011, -21.27850)  -2.105
C (-12.50990, 4.62984, -20.09529)  -1.836
C (-13.59759, 3.49368, -22.04284)  -1.786
N (-12.87165, 0.67314, -18.45964)  0.549
N (-12.03834, 1.40924, -17.78650)  -0.601
C (-10.80587, 1.54293, -18.15448)  -0.245
C (-10.41646, 0.89987, -19.32271)  -0.268
C (-11.26985, 0.19966, -20.11202)  0.656
C (-10.88342, -0.40726, -21.40224)  -1.893
C (-12.58342, 0.07370, -19.67887)  0.805
S (-13.75380, -0.66131, -20.62400)  -0.238
C (-9.83014, 2.34680, -17.30286)  1.674
C (-8.86797, 3.27039, -18.04363)  -1.721
C (-9.04965, 1.34729, -16.35807)  -1.878
C (-10.59173, 3.24232, -16.28450)  -1.310
C (-14.88662, -0.71778, -16.14480)  0.587
S (-14.65654, -1.38347, -17.80755)  -0.170
C (-14.66879, 2.33516, -13.15677)  1.924
C (-15.34766, 1.95446, -11.84365)  -1.758
C (-15.20119, 3.65842, -13.73002)  -1.514
C (-13.12316, 2.46103, -12.83568)  -1.317
H (-16.50120, -2.59355, -14.05070)  0.460
H (-14.70991, -2.82857, -13.80219)  0.363
H (-15.52765, -3.04959, -15.44382)  0.453
H (-15.39620, -0.30770, -12.84080)  0.250
H (-16.18679, 5.24568, -19.42182)  0.583
H (-17.81518, 5.36334, -18.09775)  0.458
H (-17.75276, 4.22293, -16.64616)  0.233
H (-18.76284, 3.91947, -18.13310)  0.335
H (-14.57507, 6.32548, -20.41752)  0.350
H (-15.48120, 5.44185, -21.55603)  0.570
H (-13.96726, 6.18896, -22.06786)  0.378
H (-12.69932, 5.19161, -19.23871)  0.537
H (-11.86617, 5.18618, -20.72768)  0.565
H (-12.05415, 3.72485, -19.76089)  0.240
H (-14.40205, 3.33761, -22.70274)  0.501
H (-13.26290, 2.47967, -21.78753)  0.164
H (-12.71640, 3.94168, -22.64233)  0.381
H (-9.38545, 0.92338, -19.68989)  0.440
H (-9.90502, -0.09267, -21.81237)  0.412
H (-11.49560, -0.15403, -22.28382)  0.303
H (-10.90728, -1.51109, -21.37721)  0.356
H (-8.10159, 2.80365, -18.63358)  0.391
H (-8.27023, 3.88666, -17.39019)  0.466
H (-9.56560, 3.84330, -18.68778)  0.258
H (-8.39608, 0.66688, -16.90807)  0.369
H (-9.76773, 0.77621, -15.79975)  0.376
H (-8.45445, 1.86873, -15.65545)  0.528
H (-11.23535, 3.85588, -16.89602)  0.288
H (-9.90276, 3.81576, -15.68155)  0.541
H (-11.19880, 2.58903, -15.62463)  0.080
H (-16.42027, 2.11237, -11.83840)  0.371
H (-14.88488, 2.69311, -11.07804)  0.351
H (-15.07391, 0.97974, -11.41655)  0.452
H (-16.29981, 3.65360, -13.85580)  0.335
H (-14.63199, 3.93732, -14.62114)  0.288
H (-14.98633, 4.50076, -13.05083)  0.415
H (-12.72017, 1.48566, -12.55276)  0.396
H (-12.94251, 3.09346, -12.00227)  0.517
H (-12.57417, 2.79449, -13.76724)  0.062
O (-16.69556, 1.31574, -21.44451)  -0.278
H (-15.74618, 1.60551, -21.50962)  0.126
H (-17.13065, 1.22171, -22.28973)  0.131
N (-17.72658, -4.18739, -15.67047)  -0.692
C (-18.23791, -3.43157, -16.40356)  0.671
N (-18.74005, -2.57302, -17.21898)  -0.612
C (-18.99039, -2.74531, -18.48105)  0.727
N (-19.22927, -2.72813, -19.62854)  -0.875
N (-15.98539, -3.35307, -22.69299)  0.026
C (-16.39729, -2.75839, -21.80664)  -0.189
H (-15.48464, -3.83360, -23.36226)  0.260
F (-24.69100, 2.20537, -25.55538)  -0.311
C (-23.53721, 1.65422, -25.06638)  0.308
C (-22.58388, 2.48231, -24.47947)  -0.617
C (-21.44516, 1.91476, -23.89734)  -0.570
C (-21.28705, 0.55303, -24.01582)  -0.022
C (-22.22608, -0.22708, -24.70954)  0.100
C (-23.39522, 0.30711, -25.15090)  -0.642
Sb (-19.55900, -0.52479, -23.26902)  0.733
C (-18.23603, -0.22102, -24.91180)  0.082
C (-16.84125, -0.35199, -24.88009)  -0.318
C (-16.06911, -0.43299, -26.06347)  -0.831
C (-16.68501, -0.38440, -27.25943)  0.447
F (-15.97510, -0.55395, -28.39712)  -0.318
C (-18.04403, -0.12031, -27.35830)  -0.835
C (-18.80250, -0.05532, -26.20386)  -0.079
C (-19.95379, -2.57536, -23.72188)  -0.207
C (-20.15232, -3.42029, -22.63835)  -0.202
C (-20.57820, -4.75939, -22.71036)  -0.555
C (-20.86715, -5.24182, -23.97837)  0.450
F (-21.47041, -6.42342, -23.99921)  -0.307
C (-20.57550, -4.48678, -25.09920)  -0.725
C (-20.09674, -3.17711, -24.99212)  -0.045
H (-22.78355, 3.54773, -24.46310)  0.420
H (-20.79651, 2.49070, -23.24402)  0.406
H (-22.03138, -1.29611, -24.83055)  0.215
H (-24.24818, -0.27015, -25.56378)  0.403
H (-16.40833, -0.56452, -23.91096)  0.328
H (-15.01412, -0.57806, -25.94308)  0.495
H (-18.44427, 0.04569, -28.35509)  0.433
H (-19.91243, 0.01194, -26.25120)  0.316
H (-20.12036, -3.04004, -21.60661)  0.156
H (-20.88431, -5.36691, -21.79183)  0.349
H (-20.76247, -4.86145, -26.09547)  0.430
H (-19.92431, -2.63831, -25.91682)  0.452

Forces on atoms 1 to 2 (eV/Å):
-0.54 -0.51 0.20
0.56 0.28 1.72

Results
Energy: -4268.84975 Eh
E_HOMO (alpha / beta): -0.37920 / -0.37919 Ha
Net charge: +1
Energy above the lowest of the compared OMol25 structures with the same formula, charge and spin: 219.8 kJ/mol